# C2Cl3IS

C2Cl3IS as an isolated structure at a distorted geometry (ωB97M-V/def2-TZVPD, OMol25).

Geometry as XYZ:
```
7
Properties=species:S:1:pos:R:3
C 0.699 0.626 -0.163
C -0.299 -0.451 0.090
S 0.368 2.207 -0.407
Cl -2.071 -0.035 0.306
Cl -0.147 -1.234 -1.604
Cl 0.001 -1.503 1.357
I 2.676 -0.114 0.092
```

As for the spin multiplicity: 1. Its HOMO energy is -9.360 eV. As for the lowest unoccupied orbital energy: -1.399 eV. The calculation puts the energy above the lowest of the compared OMol25 structures with the same formula, charge and spin at 2.8 kcal per mole. The energy comes out at -58575.55093 eV.

---

# C3H14BrN2O5Pt

C3H14BrN2O5Pt as an isolated structure at a distorted geometry (ωB97M-V/def2-TZVPD, OMol25).

Geometry as XYZ:
```
26
Properties=species:S:1:pos:R:3
Pt 5.839 -2.464 9.805
Br 7.295 -1.358 8.754
C 5.707 -3.124 6.134
O 4.643 -3.233 6.793
N 6.103 -3.773 5.151
N 6.634 -2.240 6.400
H 5.457 -4.448 4.768
H 7.087 -3.739 4.922
H 6.694 -1.586 7.167
H 7.382 -2.167 5.726
C 5.560 1.767 11.170
C 6.917 2.001 10.456
O 7.598 0.761 10.420
O 4.794 0.879 10.395
H 5.146 2.755 11.374
H 5.656 1.320 12.160
H 7.613 2.768 10.796
H 6.667 2.266 9.429
H 7.240 0.049 9.885
H 4.127 0.497 10.970
O 7.460 0.885 7.352
H 6.846 0.988 8.079
H 7.434 -0.050 7.147
O 9.375 0.188 9.649
H 8.727 0.492 10.285
H 8.906 -0.455 9.117
```

As for the spin multiplicity: 3. Its HOMO energy (alpha / beta) is -13.460 / -13.243 eV. As for the lowest unoccupied orbital energy (alpha / beta): -6.150 / -8.597 eV. The calculation puts the energy above the lowest of the compared OMol25 structures with the same formula, charge and spin at 227.6 kcal per mole. The energy comes out at -89827.28189 eV. Its expectation value of S² is 2.01. Its total charge is +1.